Record 1
46
Properties=species:S:1:pos:R:3:mulliken_spin:R:1 method="wB97M-V/def2-TZVPD" total_charge=+2 gap_ev="9.7 / 7.0" e_homo_ev="-15.307 / -15.943" spin_multiplicity=5 relative_energy_kj_mol=0.0 s_squared=6.009 largest_force_ev_per_a=1.039
Ir 0.298 0.694 0.186 2.823
O -0.962 1.916 -1.443 0.099
C -0.278 2.016 -2.719 0.013
C 0.792 3.099 -2.722 -0.017
C 1.763 2.997 -1.536 0.070
C 2.610 1.759 -1.602 -0.012
C 3.739 1.715 -2.409 0.004
C 4.525 0.576 -2.433 0.012
C 4.168 -0.507 -1.638 0.003
C 3.023 -0.416 -0.879 0.007
N 2.254 0.684 -0.872 0.122
H -1.321 2.786 -1.220 -0.007
H -1.014 2.223 -3.496 0.006
H 0.141 1.025 -2.900 -0.004
H 0.314 4.082 -2.706 0.001
H 1.346 3.022 -3.658 0.002
H 1.213 3.010 -0.589 -0.028
H 2.409 3.874 -1.534 0.004
H 4.003 2.585 -2.996 0.001
H 5.411 0.537 -3.051 0.000
H 4.765 -1.406 -1.608 0.001
H 2.708 -1.242 -0.255 0.010
C 0.135 1.641 2.089 0.327
H -0.427 1.019 2.785 0.018
H -0.376 2.596 1.953 0.016
H 1.138 1.821 2.481 0.015
C -4.956 -2.209 1.621 0.003
C -4.015 -1.041 1.904 -0.001
N -2.997 -0.873 0.858 0.044
C -1.883 -1.569 0.753 0.007
S -0.868 -1.246 -0.656 0.421
N -1.579 -2.526 1.614 0.023
C -0.327 -3.301 1.655 0.005
C 0.780 -2.598 2.432 0.006
H -5.725 -2.250 2.391 0.000
H -4.429 -3.164 1.613 0.000
H -5.448 -2.079 0.658 0.000
H -3.511 -1.162 2.866 0.001
H -4.575 -0.110 1.949 -0.001
H -3.223 -0.263 0.087 0.001
H -2.223 -2.691 2.375 -0.001
H -0.020 -3.522 0.636 -0.007
H -0.563 -4.247 2.138 -0.001
H 1.015 -1.626 1.983 0.012
H 1.684 -3.206 2.427 0.001
H 0.487 -2.424 3.468 0.002



Record 2
61
Properties=species:S:1:pos:R:3:mulliken_charge:R:1 method="wB97M-V/def2-TZVPD" gap_ev="5.1 / 5.1" e_homo_ev="-6.363 / -6.331" spin_multiplicity=1 relative_energy_kj_mol=882.2 largest_force_ev_per_a=8.483
W 1.362 0.712 0.747 1.449
O 3.103 2.302 3.262 -0.681
S 1.795 2.142 2.742 1.252
O 0.787 2.894 3.429 -0.692
O 1.299 0.703 2.716 -0.575
O 1.707 2.449 1.278 -0.452
O 5.316 1.073 -0.082 -0.573
P 3.810 0.689 0.101 0.861
O 2.858 1.554 -0.647 -0.585
O 3.353 0.576 1.512 -0.577
O 3.698 -0.789 -0.450 -0.295
P 2.644 -1.863 0.324 1.068
O 3.739 -2.492 1.302 -0.673
O 2.112 -2.864 -0.577 -0.827
O 1.717 -1.122 1.287 -0.458
H 5.500 1.714 -0.766 0.345
H 3.997 -1.936 2.039 0.353
C -1.721 1.283 3.877 -1.345
Sb -0.978 1.690 1.742 0.589
C 0.091 2.018 -0.903 -1.348
C -3.227 1.709 1.178 -1.824
C -3.704 0.995 -0.007 1.422
C -4.164 1.699 -1.120 -0.821
C -4.662 1.040 -2.227 -0.636
C -4.727 -0.345 -2.234 -0.657
C -4.259 -1.059 -1.147 -0.907
C -3.739 -0.409 -0.031 0.325
C -3.088 -1.156 1.052 -1.157
Sb -0.848 -0.951 0.693 0.531
C -0.882 -3.175 0.086 -1.150
C -0.609 -1.765 2.789 -1.196
H -2.171 2.247 4.154 0.407
H -0.856 1.105 4.521 0.371
H -2.452 0.467 3.921 0.417
H -0.182 3.084 -0.693 0.358
H -0.825 1.583 -1.373 0.444
H 0.826 2.085 -1.724 0.385
H -3.411 2.770 1.081 0.662
H -3.728 1.360 2.068 0.465
H -4.136 2.779 -1.087 0.386
H -5.009 1.609 -3.077 0.411
H -5.139 -0.862 -3.089 0.398
H -4.294 -2.137 -1.147 0.401
H -3.350 -2.205 1.021 0.791
H -3.305 -0.740 2.029 0.453
H -1.258 -3.781 0.912 0.395
H 0.116 -3.478 -0.216 0.370
H -1.556 -3.230 -0.764 0.383
H -1.591 -2.080 3.153 0.410
H -0.178 -0.997 3.433 0.175
H 0.073 -2.620 2.754 0.480
N 2.897 -0.221 -5.459 -0.443
C 3.045 -0.466 -4.090 0.296
N 4.352 -0.666 -3.622 -0.469
N 1.987 -0.329 -3.302 -0.517
C 1.719 -0.359 -2.111 0.574
N 1.277 -0.349 -0.969 0.082
H 3.560 -0.751 -6.012 0.301
H 1.945 -0.379 -5.759 0.299
H 5.000 0.068 -3.892 0.271
H 4.368 -0.821 -2.622 0.277



Record 3
46
Properties=species:S:1:pos:R:3:mulliken_spin:R:1 method="wB97M-V/def2-TZVPD" total_charge=+2 gap_ev="6.1 / 6.2" e_homo_ev="-14.998 / -15.001" spin_multiplicity=3 relative_energy_kj_mol=316.5 s_squared=2.003 largest_force_ev_per_a=4.517
C -1.694 -1.671 0.641 -0.002
H -1.310 -2.503 1.278 0.000
H -2.651 -1.207 0.870 0.000
H -1.285 -0.549 1.672 0.002
C -1.695 -2.168 -0.833 -0.001
H -1.310 -1.392 -1.524 -0.001
H -0.932 -2.951 -0.931 0.001
C -2.997 -2.736 -1.426 -0.001
H -2.796 -3.069 -2.453 0.000
H -3.382 -3.591 -0.861 0.000
H -3.798 -1.993 -1.436 0.000
C 0.975 1.948 -0.231 0.007
C 0.112 1.541 -1.300 -0.018
C -1.225 1.487 -0.787 0.005
C -1.184 1.830 0.611 0.004
C 0.182 2.070 0.969 -0.015
C 0.696 2.535 2.280 -0.002
C -2.381 1.979 1.477 -0.001
C -2.457 1.285 -1.593 -0.002
C 0.529 1.312 -2.705 -0.001
C 2.417 2.259 -0.383 -0.001
Tm 0.065 -0.272 0.330 2.027
H -2.125 1.769 2.514 0.001
H -2.734 3.015 1.349 0.000
H -3.174 1.268 1.228 0.000
H 0.058 2.157 3.086 -0.001
H 1.710 2.157 2.477 0.000
H 0.706 3.641 2.248 0.000
H 2.935 1.615 -1.100 0.000
H 2.522 3.323 -0.658 0.000
H 2.980 2.065 0.526 0.000
H -0.164 0.669 -3.249 0.000
H 0.664 2.278 -3.213 0.000
H 1.446 0.723 -2.769 0.000
H -3.135 0.590 -1.082 0.000
H -2.959 2.259 -1.756 0.000
H -2.265 0.793 -2.556 0.000
N 3.782 -4.062 0.355 0.000
N 3.222 -2.901 0.987 0.000
N 4.017 -1.977 1.599 0.000
C 3.275 -0.877 1.583 0.000
N 2.091 -1.119 0.919 -0.001
N 2.124 -2.397 0.476 0.000
H 3.000 -4.728 0.393 0.000
H 4.503 -4.459 0.930 0.000
H 3.641 0.052 2.045 0.000